1.
Here is a molecular structure, C3H6O5P at a distorted geometry from the OMol25 dataset. Energies are from ωB97M-V with the def2-TZVPD basis set.

Calculated values
lowest unoccupied orbital energy = 3.805 eV
E_tot = -22738.8965 eV
total charge = -1
frontier orbital gap = 9.440 eV
2S+1 = 1

Structure (XYZ):
```
15
C3H6O5P | the OMol25 dataset | ωB97M-V with the def2-TZVPD basis set
C 0.056 0.013 0.387
C -0.020 -1.485 0.067
C -1.242 0.731 -0.279
O 3.050 -0.820 -1.592
O 3.671 0.925 0.066
O 1.166 0.559 -0.244
O 2.411 -1.249 0.963
O -0.702 -2.207 0.758
P 2.607 -0.335 -0.200
H 0.005 0.133 1.526
H 0.440 -1.838 -0.855
H -1.934 1.222 0.419
H -1.796 0.043 -0.835
H -0.854 1.445 -1.026
H 4.063 0.672 -0.765
```

Formally, the natural (NBO) partial charges of the atoms, in units of the elementary charge, are as follows:
1 C 0.03
2 C 0.44
3 C -0.62
4 O -1.18
5 O -0.99
6 O -0.82
7 O -1.15
8 O -0.58
9 P 2.45
10 H 0.19
11 H 0.13
12 H 0.20
13 H 0.20
14 H 0.22
15 H 0.49

2.
Here is 4 unconnected molecules or ions with the total composition C23H42BBrN3O10S2 at a distorted geometry from the OMol25 dataset. Energies are from ωB97M-V with the def2-TZVPD basis set.

Calculated values
lowest unoccupied orbital energy = -4.061 eV
E_tot = -141859.7550 eV
total charge = +1
frontier orbital gap = 7.614 eV
2S+1 = 1

Structure (XYZ):
```
82
C23H42BBrN3O10S2 | the OMol25 dataset | ωB97M-V with the def2-TZVPD basis set
C -2.661 0.082 0.863
C -2.791 0.055 2.210
C -1.778 -0.626 3.116
N -0.478 -0.639 2.441
C 0.672 -0.275 2.910
N 0.760 0.109 4.239
C 1.221 -1.041 5.081
C 0.227 -2.187 5.209
C 0.609 -3.083 6.406
S -0.685 -3.206 7.694
C 1.666 1.250 4.445
C 1.178 2.251 5.527
C 2.351 2.734 6.358
Br -0.251 1.573 6.655
N 1.808 -0.305 2.084
S 2.092 -1.908 1.403
B 1.919 0.737 0.958
C 0.776 0.935 -0.080
O 3.070 1.461 0.907
H -2.741 1.042 0.362
H -2.559 -0.819 0.260
H -3.659 0.470 2.717
H -2.042 -1.673 3.311
H -1.714 -0.102 4.065
H -0.497 -0.961 1.477
H 2.186 -1.403 4.703
H 1.385 -0.625 6.073
H 0.260 -2.814 4.314
H -0.779 -1.799 5.342
H 0.802 -4.099 6.072
H 1.485 -2.695 6.924
H -1.696 -2.669 7.002
H 1.805 1.809 3.521
H 2.649 0.876 4.746
H 0.757 3.111 5.011
H 2.060 3.525 7.044
H 2.839 1.917 6.889
H 3.095 3.162 5.678
H 1.955 -2.579 2.557
H -0.083 1.402 0.418
H 1.074 1.603 -0.885
H 0.408 -0.004 -0.504
H 3.205 2.061 1.642
C -6.981 -1.191 -1.344
C -5.897 -1.283 -2.383
C -5.104 -2.574 -2.393
O -3.833 -2.140 -2.900
C -3.677 -0.847 -2.549
O -2.650 -0.242 -2.594
O -4.844 -0.323 -2.126
H -7.744 -1.947 -1.532
H -6.570 -1.341 -0.345
H -7.453 -0.210 -1.368
H -6.296 -1.069 -3.378
H -5.517 -3.348 -3.033
H -4.958 -2.969 -1.384
C -0.644 0.871 -4.970
C -1.243 0.205 -6.178
C -0.540 -1.053 -6.651
O -0.833 -1.051 -8.050
C -0.988 0.243 -8.434
O -1.003 0.621 -9.557
O -1.123 1.039 -7.343
H -0.715 0.211 -4.107
H 0.401 1.128 -5.150
H -1.176 1.793 -4.741
H -2.308 0.010 -6.019
H -0.909 -1.967 -6.194
H 0.543 -0.984 -6.520
C 3.869 1.855 -2.121
C 5.031 1.687 -3.064
C 5.001 2.538 -4.320
O 5.723 1.725 -5.247
C 5.546 0.430 -4.884
O 5.798 -0.511 -5.558
O 5.028 0.366 -3.628
H 3.841 2.867 -1.717
H 2.932 1.652 -2.645
H 3.951 1.154 -1.296
H 5.979 1.822 -2.536
H 5.483 3.506 -4.215
H 3.982 2.671 -4.694
```

Formally, the Löwdin partial charges of the atoms, in units of the elementary charge, are as follows:
1 C 0.01
2 C -0.11
3 C -0.13
4 N 0.16
5 C -0.36
6 N -0.09
7 C -0.18
8 C -0.25
9 C -0.53
10 S 0.72
11 C -0.18
12 C -0.71
13 C -0.14
14 Br 0.76
15 N -0.27
16 S 0.92
17 B -0.64
18 C 0.03
19 O 0.16
20 H 0.08
21 H 0.08
22 H 0.11
23 H 0.13
24 H 0.11
25 H 0.13
26 H 0.13
27 H 0.10
28 H 0.10
29 H 0.07
30 H 0.06
31 H 0.07
32 H -0.16
33 H 0.12
34 H 0.13
35 H 0.09
36 H 0.08
37 H 0.08
38 H 0.09
39 H -0.12
40 H 0.07
41 H 0.07
42 H 0.08
43 H 0.12
44 C -0.02
45 C -0.32
46 C -0.08
47 O 0.07
48 C -0.58
49 O 0.13
50 O 0.08
51 H 0.10
52 H 0.09
53 H 0.09
54 H 0.16
55 H 0.14
56 H 0.14
57 C -0.03
58 C -0.33
59 C -0.09
60 O 0.06
61 C -0.56
62 O 0.18
63 O 0.08
64 H 0.07
65 H 0.09
66 H 0.09
67 H 0.16
68 H 0.14
69 H 0.14
70 C -0.03
71 C -0.33
72 C -0.09
73 O 0.07
74 C -0.56
75 O 0.18
76 O 0.08
77 H 0.10
78 H 0.09
79 H 0.07
80 H 0.16
81 H 0.14
82 H 0.14

3.
Here is C21H24N2O7S in the gas phase from the OMol25 dataset. Energies are from ωB97M-V with the def2-TZVPD basis set.

Calculated values
lowest unoccupied orbital energy = 0.367 eV
E_tot = -50314.2131 eV
total charge = 0
frontier orbital gap = 9.541 eV
structure (SMILES) = COC(=O)c1cccc(NS(=O)(=O)c2ccc(OC)c(C(=O)N3CCOCC3)c2)c1C
2S+1 = 1

Structure (XYZ):
```
55
C21H24N2O7S | the OMol25 dataset | ωB97M-V with the def2-TZVPD basis set
C 1.991 -6.099 2.232
O 1.144 -5.073 1.739
C 1.107 -4.934 0.408
O 1.766 -5.620 -0.336
C 0.231 -3.826 -0.059
C 0.561 -3.307 -1.311
C -0.166 -2.271 -1.860
C -1.209 -1.722 -1.138
C -1.539 -2.224 0.116
N -2.563 -1.611 0.871
S -2.024 -0.522 2.052
O -1.461 -1.236 3.154
O -3.128 0.358 2.291
C -0.719 0.330 1.179
C 0.576 -0.131 1.272
C 1.560 0.412 0.463
C 1.237 1.411 -0.452
O 2.118 1.997 -1.298
C 3.441 1.510 -1.348
C -0.087 1.880 -0.529
C -0.480 2.845 -1.616
O -1.033 2.440 -2.621
N -0.220 4.146 -1.390
C 0.483 4.688 -0.252
C 1.794 5.323 -0.737
O 1.549 6.301 -1.719
C 0.881 5.751 -2.834
C -0.459 5.132 -2.425
C -1.059 1.324 0.281
C -0.850 -3.312 0.668
C -1.329 -3.901 1.952
H 1.684 -7.070 1.836
H 3.026 -5.915 1.936
H 1.893 -6.079 3.315
H 1.392 -3.748 -1.842
H 0.079 -1.881 -2.835
H -1.774 -0.896 -1.548
H -3.233 -1.117 0.298
H 0.802 -0.915 1.977
H 2.569 0.039 0.540
H 3.465 0.447 -1.603
H 3.964 1.673 -0.400
H 3.934 2.080 -2.134
H 0.681 3.907 0.482
H -0.143 5.463 0.207
H 2.304 5.832 0.082
H 2.442 4.533 -1.145
H 0.731 6.573 -3.535
H 1.508 4.978 -3.302
H -0.933 4.632 -3.270
H -1.122 5.910 -2.031
H -2.083 1.659 0.223
H -0.751 -3.517 2.789
H -1.238 -4.984 1.940
H -2.366 -3.618 2.115
```

Formally, the natural (NBO) partial charges of the atoms, in units of the elementary charge, are as follows:
1 C -0.26
2 O -0.51
3 C 0.78
4 O -0.60
5 C -0.19
6 C -0.15
7 C -0.23
8 C -0.19
9 C 0.07
10 N -0.85
11 S 2.32
12 O -0.93
13 O -0.94
14 C -0.39
15 C -0.15
16 C -0.31
17 C 0.41
18 O -0.51
19 C -0.26
20 C -0.21
21 C 0.67
22 O -0.62
23 N -0.42
24 C -0.25
25 C -0.08
26 O -0.52
27 C -0.08
28 C -0.26
29 C -0.10
30 C 0.11
31 C -0.66
32 H 0.20
33 H 0.19
34 H 0.20
35 H 0.24
36 H 0.22
37 H 0.22
38 H 0.41
39 H 0.25
40 H 0.23
41 H 0.19
42 H 0.18
43 H 0.21
44 H 0.22
45 H 0.20
46 H 0.20
47 H 0.17
48 H 0.20
49 H 0.17
50 H 0.25
51 H 0.20
52 H 0.24
53 H 0.25
54 H 0.22
55 H 0.23

4.
Here is a molecular structure, C31H49ErNO4P2 at a distorted geometry from the OMol25 dataset. Energies are from ωB97M-V with the def2-TZVPD basis set.

Calculated values
⟨S²⟩ = 4.098
lowest unoccupied orbital energy (spin up / spin down) = -3.721 / -5.417 eV
E_tot = -88809.4796 eV
total charge = +1
frontier orbital gap (spin up / spin down) = 7.186 / 4.691 eV
2S+1 = 4

Structure (XYZ):
```
88
C31H49ErNO4P2 | the OMol25 dataset | ωB97M-V with the def2-TZVPD basis set
Er -0.487 -0.547 -1.244
C 2.315 0.435 -2.308
C 1.390 0.136 -3.349
C 0.534 1.890 -2.104
C 1.814 1.536 -1.573
C 0.279 1.031 -3.227
C 3.666 -0.153 -2.157
H 3.745 -1.121 -2.669
H 3.916 -0.314 -1.096
H 4.435 0.512 -2.584
C 2.604 2.263 -0.553
H 3.672 2.296 -0.820
H 2.541 1.757 0.424
H 2.267 3.299 -0.433
C -0.345 3.009 -1.679
H -0.598 3.665 -2.530
H 0.140 3.626 -0.912
H -1.299 2.651 -1.250
C -0.859 1.128 -4.182
H -0.518 0.969 -5.219
H -1.335 2.117 -4.131
H -1.640 0.371 -3.983
C 1.696 -0.727 -4.515
H 2.281 -0.177 -5.276
H 0.783 -1.089 -5.004
H 2.302 -1.593 -4.212
C -0.188 -2.328 0.291
C 0.895 -2.215 -0.575
C 1.174 -3.220 -1.671
C 0.185 -3.267 -2.874
C -0.948 -2.254 -2.869
C -1.959 -2.319 -1.921
C -2.068 -3.539 -1.002
C -1.200 -3.450 0.274
H 1.227 -4.235 -1.236
H -0.209 -4.296 -2.951
H 2.191 -3.017 -2.053
H -0.713 -4.425 0.460
H -0.102 -1.878 1.284
H 1.776 -1.656 -0.213
H -1.857 -3.298 1.146
H -3.121 -3.675 -0.706
H -2.913 -1.791 -2.085
H -1.813 -4.470 -1.535
H 0.767 -3.134 -3.800
H -1.141 -1.778 -3.838
P 2.838 -1.635 2.331
C 3.545 -0.096 3.053
H 4.053 -0.313 4.003
H 2.731 0.624 3.219
H 4.262 0.334 2.340
C 1.878 -2.192 3.798
H 2.499 -2.102 4.700
H 1.594 -3.243 3.658
H 0.968 -1.585 3.894
C 4.289 -2.743 2.541
H 4.004 -3.755 2.229
H 4.620 -2.762 3.585
H 5.105 -2.390 1.899
P -3.624 0.107 -0.110
C -5.061 0.275 -1.232
H -5.904 -0.331 -0.874
H -4.762 -0.078 -2.229
H -5.357 1.330 -1.301
C -4.173 -1.259 0.982
H -4.137 -2.221 0.455
H -5.202 -1.057 1.311
H -3.501 -1.298 1.850
C -3.875 1.488 1.065
H -4.938 1.766 1.093
H -3.277 2.350 0.739
H -3.543 1.186 2.069
O -1.024 -0.341 2.622
C -0.701 0.621 1.905
O -0.488 0.531 0.601
C -0.547 1.995 2.480
C -1.139 2.305 3.722
C -1.084 3.598 4.230
C -0.405 4.602 3.515
C 0.255 4.290 2.310
C 0.162 3.003 1.803
N -0.501 5.965 3.923
O -1.155 6.246 4.951
O 0.059 6.840 3.220
H -1.647 1.520 4.284
H -1.564 3.846 5.171
H 0.807 5.074 1.797
H 0.653 2.777 0.862
```

Formally, the Löwdin partial charges of the atoms, in units of the elementary charge, are as follows:
1 Er 1.18
2 C -0.24
3 C -0.23
4 C -0.25
5 C -0.18
6 C -0.29
7 C -0.03
8 H 0.08
9 H 0.08
10 H 0.10
11 C 0.00
12 H 0.10
13 H 0.09
14 H 0.09
15 C -0.02
16 H 0.10
17 H 0.07
18 H 0.09
19 C -0.02
20 H 0.10
21 H 0.09
22 H 0.07
23 C -0.02
24 H 0.12
25 H 0.08
26 H 0.08
27 C -0.18
28 C -0.25
29 C -0.13
30 C -0.16
31 C -0.21
32 C -0.23
33 C -0.16
34 C -0.14
35 H 0.13
36 H 0.12
37 H 0.11
38 H 0.14
39 H 0.09
40 H 0.06
41 H 0.11
42 H 0.11
43 H 0.09
44 H 0.12
45 H 0.10
46 H 0.11
47 P 0.81
48 C -0.31
49 H 0.05
50 H 0.03
51 H 0.03
52 C -0.30
53 H 0.05
54 H 0.04
55 H 0.02
56 C -0.31
57 H 0.03
58 H 0.04
59 H 0.04
60 P 0.80
61 C -0.28
62 H 0.05
63 H 0.03
64 H 0.05
65 C -0.26
66 H 0.03
67 H 0.06
68 H 0.04
69 C -0.27
70 H 0.06
71 H 0.04
72 H 0.04
73 O 0.03
74 C -0.54
75 O -0.22
76 C -0.12
77 C 0.01
78 C 0.03
79 C -0.14
80 C 0.03
81 C -0.01
82 N -0.31
83 O 0.07
84 O 0.06
85 H 0.13
86 H 0.12
87 H 0.12
88 H 0.06